Molecular formula: C72H162N6O12
Method: DFT, wB97M-V/def2-TZVPD

Geometry as XYZ:
```
252
Properties=species:S:1:pos:R:3:forces:R:3
C 18.42965 14.09393 21.94495 -0.1144 1.9419 1.0554
C 17.97819 13.19626 20.88772 1.2396 -1.9920 0.1372
C 17.08875 12.08014 21.36350 -0.6527 0.2609 1.0765
O 17.32728 13.88184 19.93275 -1.2257 2.4916 -1.5082
H 17.59565 14.39280 22.61247 0.5273 -0.0962 -0.1846
H 18.93491 15.00232 21.57326 -0.5137 -0.2124 -0.2417
H 19.21471 13.61554 22.46860 0.5562 -0.6581 1.1671
H 18.89027 12.75339 20.47060 0.2353 -0.2684 -0.2799
H 17.60486 11.32904 21.94366 0.2503 -0.2686 0.1973
H 16.62343 11.61092 20.50785 -0.1726 -0.1624 -0.0738
H 16.31364 12.53391 22.02008 0.1840 -0.4045 -0.4627
H 17.19561 13.30121 19.18967 -0.2099 -0.5458 -0.7666
C 16.60361 9.97244 18.31981 0.8055 1.5942 0.1858
C 17.22167 10.84726 17.22366 -1.5300 0.5329 -1.1172
C 16.30605 11.01572 15.96629 0.5085 0.1074 1.0253
O 17.40348 12.17273 17.76296 0.8781 -0.2421 -0.7427
H 16.33641 9.03449 17.85445 -0.3540 -0.3287 0.3023
H 15.74762 10.55300 18.78530 0.7866 -1.0274 -0.6224
H 17.40947 9.84208 19.07609 -0.7508 -0.2343 -0.2303
H 18.14514 10.41425 16.79223 0.0455 0.3014 0.7368
H 16.71064 11.82375 15.37469 0.3252 0.1162 -0.3409
H 15.28517 11.30529 16.17550 -0.3385 -0.0620 0.4629
H 16.30926 10.11514 15.39000 -0.0459 -0.6383 -0.5071
H 17.75801 12.71545 17.01677 -0.2897 -0.1808 0.6020
C 14.06388 13.37150 13.90156 -0.8434 -0.2142 -0.1596
C 15.14191 12.72490 13.02563 0.6360 1.6789 1.3427
C 14.78119 12.71910 11.57608 -2.0300 0.8900 -0.3222
O 16.33134 13.62979 13.12379 -0.1999 -1.6837 0.4617
H 13.85982 14.41270 13.62310 -0.0305 -0.2986 -0.2926
H 14.22217 13.40097 14.98010 0.8139 -0.2443 -0.0828
H 13.15648 12.75919 13.82046 -0.1414 0.2834 -0.2473
H 15.30265 11.72398 13.47367 0.5971 0.3792 -0.5910
H 13.87350 12.08336 11.48231 0.7103 0.0983 -0.3472
H 15.56774 12.45487 10.88546 0.2898 -0.4771 0.0272
H 14.42220 13.74747 11.26747 0.4682 -0.9228 0.4047
H 16.68781 13.50704 14.02994 -0.1801 0.5368 -0.4346
C 21.21765 9.63785 17.89283 0.1168 -0.0634 -0.4686
C 21.01720 11.15209 17.66503 -1.0405 -0.9732 1.0787
C 22.12672 12.03710 18.15854 0.0802 -0.0556 -1.1036
O 20.83955 11.38121 16.29911 0.0519 0.1885 -1.6505
H 20.33082 9.06846 17.59385 0.0161 0.2560 -0.2487
H 21.33230 9.37958 18.95291 0.3344 0.3382 -0.1734
H 22.06789 9.23749 17.28954 -0.4554 0.4044 0.5647
H 20.04214 11.42874 18.09578 0.2827 -0.0358 0.6927
H 21.79308 13.03182 17.86710 0.4594 0.4207 0.2437
H 23.01631 11.76096 17.58091 0.0400 0.2746 0.1133
H 22.37184 12.00894 19.19671 -0.0928 -0.1057 0.8017
H 20.71701 12.33424 16.13040 -0.0075 -0.5748 0.0944
C 21.57259 15.42538 12.51290 1.9610 0.2438 1.1768
C 21.56745 14.28450 13.50641 0.8143 -1.5624 -1.5938
C 22.36372 14.46831 14.79542 -0.8248 -0.6492 0.6767
O 20.27173 13.81814 13.74567 -1.3691 0.3805 1.8216
H 21.11919 16.27256 13.00262 -0.0815 0.6737 -0.1778
H 21.08437 15.19604 11.59258 -0.4933 -0.2972 -0.5184
H 22.66804 15.58920 12.30241 -1.0767 0.3972 0.0257
H 22.04048 13.44787 12.94202 0.3299 0.2665 0.4931
H 23.39532 14.68379 14.58659 0.5315 -0.0275 -0.2176
H 22.30410 13.53399 15.39744 0.2564 0.4062 -0.5662
H 22.03271 15.24296 15.49207 -0.3521 0.2128 -0.4006
H 19.92487 13.25654 13.04684 0.1035 -0.1498 -0.5938
C 19.14021 15.31170 17.40321 0.1530 -0.8689 0.1581
C 17.98262 15.27203 16.35121 0.0546 2.5037 1.9919
C 18.15131 16.48783 15.43281 -1.0194 -0.0711 0.4337
O 17.91616 14.09665 15.64109 -0.8915 -1.7567 0.3729
H 18.97299 14.61177 18.22645 -0.2930 -0.1390 -0.1051
H 19.29582 16.27367 17.93924 -0.1845 -0.2810 -0.8997
H 20.07360 14.94832 16.93148 -0.1506 0.5643 -0.0079
H 17.04638 15.36007 16.96367 0.5141 -0.1189 -0.7886
H 19.19476 16.72853 15.30564 0.2445 0.0266 -0.0197
H 17.59733 17.30370 15.90518 0.5299 0.3004 0.1381
H 17.68107 16.42376 14.45504 -0.0291 -0.5733 -0.2227
H 18.56667 14.14434 14.96248 1.4440 -0.1647 -1.1785
C 23.42711 20.68605 15.13821 0.3510 0.1854 -2.3149
C 22.21240 20.29891 14.19728 0.0629 0.6633 1.5188
C 21.97678 18.76641 14.21010 -0.0225 1.6435 0.6935
C 21.64292 18.30727 15.61310 -0.9108 -0.7799 -0.4502
C 20.28564 18.91549 16.05941 2.2533 0.8479 0.1490
C 20.34094 20.44076 16.03075 -0.9075 0.4414 -0.4976
N 20.92081 20.83021 14.69517 -0.9621 0.5299 0.3732
O 20.90454 22.27634 14.65120 0.6968 -0.4871 0.0591
C 18.88485 21.05351 16.08429 0.6436 -0.9654 -0.4437
C 21.03413 21.04694 17.26169 1.1589 0.3270 -1.0515
C 22.41649 20.82316 12.78697 -0.1151 -1.5196 -0.8861
H 24.24375 19.95667 14.98399 -0.3306 0.2287 0.3676
H 23.10888 20.77109 16.13607 0.0274 -0.3631 0.9961
H 23.85265 21.67880 14.89510 -0.3535 -0.4024 -0.1818
H 21.14766 18.60489 13.53627 -0.2123 -0.4099 -0.3116
H 22.85422 18.24874 13.90699 0.7989 -0.3757 -0.7327
H 22.51685 18.43005 16.25948 -0.3514 0.3340 0.2694
H 21.50068 17.22346 15.52942 -0.0133 -0.0071 0.2969
H 20.10662 18.62391 17.08093 -0.6341 -0.3750 0.3581
H 19.55749 18.56716 15.35821 -0.6017 -0.0747 -0.1101
H 18.42823 20.80376 17.02440 0.0167 0.1179 0.8443
H 18.94481 22.12505 15.95641 -0.1327 0.1981 0.1350
H 18.16896 20.63162 15.37274 0.4409 -0.0144 -0.4777
H 22.05145 20.68450 17.43409 -0.2274 -0.0896 -0.0561
H 21.11086 22.12452 17.04823 -0.0785 -0.2552 0.5517
H 20.52251 20.82885 18.17278 -0.8098 0.1211 0.5098
H 22.55615 21.88676 12.68458 0.1857 0.3559 0.4008
H 21.48624 20.57886 12.17491 1.3360 -0.0437 0.4908
H 23.35312 20.29823 12.42728 -1.1509 0.5747 -0.1614
H 20.24304 22.46351 13.98428 -0.1333 0.0356 -0.1853
C 16.61943 18.04230 9.94496 0.1214 -0.7455 0.4692
C 17.35079 17.42398 11.17868 -0.3240 2.1342 0.5449
C 18.30744 18.54288 11.79310 -3.3573 -0.8181 1.5343
C 17.51025 19.69424 12.48121 0.1052 -0.2609 -0.8847
C 16.53026 19.16064 13.47998 0.8703 -0.3612 1.3318
C 15.62114 18.09968 12.98877 -1.4074 -1.9379 -1.1854
N 16.43736 17.03288 12.26787 -0.8951 0.9251 0.6727
O 15.45726 16.15071 11.71509 0.9995 -1.8165 0.8051
C 14.82707 17.35546 14.15109 2.5213 1.4407 -0.6164
C 14.57390 18.77703 12.08003 -1.0086 -0.3845 0.9909
C 18.15699 16.22301 10.80505 -0.0995 -1.6341 -0.3921
H 16.07271 17.33351 9.32488 -0.1209 -0.3839 0.3887
H 17.32671 18.47043 9.26317 0.6097 0.5263 -0.2398
H 15.91756 18.77869 10.29106 0.1232 0.2573 -0.4517
H 18.89512 18.07328 12.55923 0.7216 -0.3262 0.2481
H 18.84668 18.91230 10.99904 1.6886 0.8078 -1.6006
H 16.88135 20.19255 11.75468 0.5218 0.6705 -0.5640
H 18.21529 20.38838 12.96994 -0.3372 -0.0873 -0.3340
H 15.93406 19.90057 13.99534 -0.1422 0.6114 -0.0881
H 17.15145 18.74384 14.24051 0.3740 -0.5691 1.0403
H 15.60376 16.82168 14.72772 -0.7349 0.2545 0.2455
H 14.24513 18.09681 14.69445 0.2730 0.0092 0.4335
H 14.15035 16.67380 13.73580 -0.8974 -1.0648 -0.6810
H 15.09180 19.52818 11.54341 -0.1632 0.9750 -0.5800
H 13.98655 18.14744 11.38538 0.5714 0.0539 0.4949
H 13.86040 19.26522 12.77129 0.1827 -0.0373 -0.4436
H 19.18021 16.47894 10.54889 0.2224 0.1383 -0.0692
H 17.71195 15.73818 9.90030 0.3102 0.2438 0.8830
H 18.19199 15.48289 11.65449 -0.0100 0.6598 -0.8421
H 15.76270 15.30906 12.17075 -0.7638 0.9255 -0.8172
C 20.62716 12.29935 9.58488 0.9678 -0.3971 0.2463
C 19.15256 11.93978 9.44788 0.4749 -0.0962 1.6292
C 18.95644 10.77161 8.51759 -0.3963 0.1076 -0.6294
C 19.40871 9.46654 9.12710 -0.4586 -0.2311 -0.1483
C 18.72450 9.16929 10.45228 -0.4607 0.4065 -1.0639
C 18.99176 10.26944 11.44817 -0.0274 0.8705 -0.5648
N 18.59201 11.53916 10.77416 -0.1766 0.1288 -0.4008
O 18.79086 12.59782 11.71659 0.4751 -0.0709 -0.4433
C 17.98181 10.18201 12.55483 -0.7731 -0.8323 0.3432
C 20.45995 10.21197 11.98069 -1.2686 -1.1289 0.1755
C 18.39502 13.16007 8.95143 0.4180 -0.5834 -0.5710
H 20.71572 13.20522 10.14156 -0.0349 0.6647 0.8614
H 21.04963 12.59847 8.63993 0.1963 -0.3049 -0.6765
H 21.30490 11.55422 10.08436 -0.8569 0.5640 -0.7978
H 17.89386 10.75364 8.20102 0.4446 -0.2360 0.1690
H 19.56608 10.98869 7.63355 -0.2305 -0.0871 -0.1161
H 20.47343 9.55009 9.33625 0.2384 -0.3298 -0.3676
H 19.18623 8.64017 8.43490 0.4626 0.2011 0.1238
H 19.16350 8.25190 10.79246 -0.2071 -0.6885 0.5745
H 17.63066 9.07864 10.27855 0.5552 -0.1687 0.2468
H 16.96449 10.40958 12.21870 0.2309 0.0553 -0.2360
H 17.93597 9.18613 12.95853 0.1332 -0.7049 0.1870
H 18.19664 10.80706 13.38239 0.3658 0.8419 0.8033
H 20.84189 11.19786 12.01386 0.5938 0.9000 0.2145
H 20.38854 9.83472 13.01750 0.4731 -0.0318 -0.5127
H 21.09785 9.56938 11.34017 -0.2662 0.3756 0.5734
H 18.44455 13.97581 9.64202 0.0203 0.2315 0.4339
H 17.36103 12.88943 8.75321 -0.1389 0.1305 -0.0771
H 18.89493 13.48181 8.03098 -0.3181 0.0375 -0.0696
H 17.89920 12.81377 11.99968 -0.5044 0.3616 0.2531
C 15.76012 22.15873 18.83534 -0.2984 1.6305 0.8958
C 15.73481 20.74536 19.39315 -0.7853 1.8544 1.0576
C 15.33535 19.90561 18.23734 1.1085 -1.6293 -1.4060
C 15.55583 18.43116 18.55890 0.1444 -0.3275 -0.0576
C 17.02445 18.19045 18.98804 -0.5989 1.1378 -0.8892
C 17.39252 19.03461 20.21589 0.6837 -0.4484 -0.9358
N 17.11416 20.43428 19.91115 -0.8339 -0.1944 -1.2741
O 17.43357 21.25426 21.00127 -0.1551 0.0202 -0.0316
C 16.66647 18.42430 21.39555 0.7901 -0.8025 0.7261
C 18.90622 18.87901 20.47353 0.2437 0.4259 -0.3627
C 14.58620 20.74269 20.47734 0.5498 -0.5639 -0.5560
H 14.78224 22.47684 18.40628 0.6700 -0.8177 -0.4776
H 16.62572 22.31719 18.17152 -0.5071 0.0914 0.1845
H 15.74944 22.87657 19.67398 0.8694 -0.1239 -0.1669
H 14.32289 20.10825 17.82411 0.4649 -0.0039 0.7733
H 16.01519 20.10874 17.37643 -0.2509 0.1819 0.4363
H 15.35261 17.89782 17.63124 -0.2075 -0.5268 0.2186
H 14.87199 18.15398 19.35187 -0.3208 -0.5141 -0.0254
H 17.54217 18.57448 18.10161 0.6988 -0.1489 0.1991
H 17.33724 17.15674 19.17078 -0.4251 0.0504 -0.1241
H 15.58859 18.49105 21.40593 -0.1856 0.1658 -0.0662
H 16.94720 17.34822 21.38767 -0.3530 0.5370 0.1714
H 17.10123 18.82863 22.31025 -0.3067 0.0352 0.3151
H 19.56091 19.10404 19.59405 -0.7979 -0.4781 0.3477
H 19.26129 19.57980 21.22313 -0.1959 0.0678 0.3164
H 19.06152 17.87365 20.86047 0.3529 -0.1380 -0.2102
H 13.92561 21.56627 20.25710 -0.1809 0.3733 0.0787
H 14.94939 20.85934 21.50422 -0.1925 -0.1154 -0.1800
H 13.96920 19.84806 20.36616 0.1706 -0.0994 0.4077
H 16.86746 20.93713 21.71460 -0.0620 0.1531 0.4511
C 21.55385 15.67197 20.34701 0.0419 2.4280 -0.0636
C 22.96064 16.27011 20.13451 0.3892 -1.3646 0.1933
C 22.79616 17.76603 20.42853 0.8912 -1.0395 2.3116
C 24.09763 18.48831 20.66331 0.7983 0.0863 0.3739
C 24.87674 17.81498 21.79519 0.4654 -0.3386 -0.7278
C 25.20001 16.36891 21.45439 -0.4752 -2.2288 0.2113
N 23.85843 15.66369 21.20121 0.9557 1.6330 -0.1727
O 24.21746 14.30954 20.90522 -1.1221 0.0066 -0.1711
C 26.29637 16.26829 20.35074 -0.5560 1.8145 -0.4021
C 25.79439 15.58529 22.64738 2.3039 1.3496 0.2049
C 23.48909 15.98216 18.71551 0.2258 0.7605 0.0029
H 21.23995 15.98821 21.36717 -0.0803 -0.5683 -0.6744
H 21.49298 14.63476 20.19270 -0.0056 -1.4889 -0.0767
H 20.90129 16.17326 19.58918 0.2114 -0.4343 0.6424
H 22.21671 18.26231 19.70378 -0.9369 0.3669 -1.0479
H 22.26371 17.77507 21.41414 0.1020 0.3658 -0.7672
H 23.89095 19.52524 20.93551 0.0970 0.0561 -0.1619
H 24.76268 18.47551 19.79023 -0.4031 0.2554 -0.1023
H 24.36386 17.87034 22.72635 -0.7957 -0.1047 0.7743
H 25.82750 18.28694 21.98993 0.4110 0.4713 -0.1535
H 26.47497 15.24257 20.01822 -0.0734 0.2750 0.0130
H 25.99867 16.95698 19.51551 0.4132 -1.0114 0.3143
H 27.23576 16.73992 20.73894 -0.6687 -0.6848 -0.0748
H 25.11941 15.24954 23.38132 -1.3075 -0.4575 0.5964
H 26.51154 14.75332 22.42749 -0.8779 0.6668 -0.3094
H 26.41543 16.33315 23.19500 -0.1047 -0.4104 -0.2285
H 23.56475 16.95198 18.21934 0.2187 -0.0359 -0.3020
H 22.78766 15.40711 18.12957 -0.1888 -0.3846 -0.1241
H 24.47795 15.50527 18.68862 -0.5039 0.0540 0.0963
H 23.54468 13.83590 21.42301 0.4826 -0.0348 -0.2539
C 10.75879 14.12214 16.65578 0.4555 0.5237 0.4408
C 10.99684 13.65514 18.11525 -1.3351 -2.0455 -0.1358
C 11.38505 12.15688 18.07394 -0.2365 0.7448 -0.3702
C 12.79775 11.99738 17.60929 1.4518 -0.7906 -0.4913
C 13.75630 12.74538 18.55372 -0.2942 0.4265 -0.0823
C 13.42140 14.23166 18.68069 0.0905 0.4992 -0.3040
N 11.97862 14.32618 18.96052 -0.6553 0.9151 -0.6310
O 11.65362 15.68799 18.70874 -0.3213 1.7185 0.8286
C 14.14201 14.81610 19.91655 0.0503 -1.2867 -1.4227
C 13.88919 15.02676 17.40243 -0.5277 -1.3974 0.8768
C 9.60098 13.75418 18.85664 2.1711 1.2654 -1.0468
H 11.61440 14.09190 15.99646 0.4788 -0.0075 0.0780
H 10.36862 15.13918 16.60659 -0.0818 -0.1082 0.0811
H 10.06618 13.43695 16.20352 -0.6515 -0.2463 -0.0911
H 11.34382 11.71426 19.05259 -0.2119 -0.0399 0.7593
H 10.69715 11.57127 17.45573 -0.0359 0.2800 -0.0686
H 12.98796 12.35561 16.58015 -0.3990 -0.1425 0.3073
H 12.97738 10.89670 17.58653 0.4139 0.6874 0.0373
H 14.80249 12.76220 18.29177 0.4322 -0.5455 -0.5607
H 13.72748 12.32537 19.54426 -0.2291 -0.4114 0.5691
H 13.98754 15.84918 20.03643 -0.6969 1.3642 0.2161
H 13.83536 14.24373 20.77421 0.0434 -0.0493 0.5584
H 15.19701 14.72955 19.72615 0.5781 -0.3463 0.2888
H 13.52304 16.02285 17.47427 -0.1744 0.8234 -0.0919
H 14.97280 15.03254 17.37284 0.2029 -0.0739 -0.0683
H 13.48560 14.55775 16.50766 0.1913 0.1666 -0.0644
H 9.31030 14.81355 18.84829 -0.3362 -0.4288 0.0229
H 9.77159 13.42456 19.84896 -0.0980 -0.3332 1.0835
H 8.91162 13.12867 18.34877 -0.8690 -0.4134 -0.4022
H 11.14258 16.04524 19.45990 0.4955 -0.6166 -0.2312
```
Forces are in eV/Å.

Output
LUMO level = 0.6 eV
gap between HOMO and LUMO = 0.33286 Eh
HOMO level = -0.3112 Eh
M = 1304.1 g mol⁻¹